1.
{"formula": "C15H44BN2O8S2", "method": "the ωB97M-V functional and the def2-TZVPD basis", "e_tot_ev": -57971.52834, "homo_lumo_gap_ev": 6.41, "charge": -1, "lumo_energy_ev": 1.61, "symbols": ["H", "O", "H", "C", "H", "H", "O", "H", "H", "B", "S", "H", "H", "H", "O", "H", "O", "H", "H", "H", "C", "H", "C", "H", "H", "C", "C", "H", "S", "O", "H", "C", "N", "O", "H", "H", "C", "H", "C", "C", "C", "H", "N", "H", "H", "C", "H", "H", "C", "C", "H", "H", "H", "H", "H", "H", "H", "H", "H", "H", "O", "H", "C", "O", "C", "H", "H", "H", "H", "H", "H", "H"], "coordinates": [[-4.22246, -2.98522, -0.36500], [-0.62984, 0.82869, -3.96509], [5.40150, 2.75170, -1.56542], [5.00352, -0.59138, 2.47130], [-3.61866, 0.13472, 1.82447], [-3.64349, 1.91834, 1.72082], [-4.82648, -1.87901, 1.27722], [-2.56849, 0.97617, 0.66850], [4.42999, 1.40257, 1.81078], [5.90201, -3.06164, 2.29901], [1.89064, -0.95095, 5.39956], [-1.36705, -3.57761, -2.62410], [4.25776, -2.05040, 1.05255], [-6.46833, 0.82509, -1.22760], [-5.97787, 2.48957, -0.07659], [-6.41819, 3.06943, -0.70600], [-3.88364, 4.76059, -0.58459], [6.84487, -2.63688, 2.98414], [-2.34435, 1.10885, 3.48266], [-5.90539, -3.26812, 0.16525], [1.36153, -3.20818, 1.52967], [-4.52509, -2.56272, 1.88253], [3.94654, 0.44230, 2.01791], [2.98336, 1.23419, -4.36949], [1.80029, 2.09182, -3.36186], [0.62665, -1.23512, 1.92605], [-5.12109, -2.51616, 0.03933], [5.86171, 3.85655, 0.46135], [2.76167, 0.93533, 3.31388], [-1.94733, 1.08649, 2.60845], [2.98238, -3.14875, 3.09299], [2.47133, 1.23155, -3.40878], [0.41028, -2.27416, 1.15406], [-3.00125, -3.20350, -3.79522], [-5.46760, -1.75307, -0.65492], [-6.13617, 0.53326, 0.49292], [-1.19439, -0.46854, -4.13139], [-4.64788, 4.18491, -0.47943], [2.13815, -2.73089, 2.56181], [-2.43235, -3.40555, -2.50092], [-6.60443, 1.21340, -0.21489], [5.70810, 1.26413, -0.66204], [1.66104, -1.46074, 2.81108], [-2.57611, -2.52571, -1.87036], [1.47095, -4.16468, 1.04351], [2.09814, -0.58472, 3.83503], [-4.90459, 6.11460, -1.80841], [-1.06003, 1.42280, -4.58513], [-3.01307, 1.02659, 1.65960], [-4.33491, 6.07110, -0.87372], [3.02200, 1.27576, -1.54493], [5.08835, -3.56641, 3.08859], [6.33298, -3.90109, 1.50832], [-4.94741, 6.48149, -0.06452], [1.87521, 0.32242, -3.32861], [-7.67147, 1.28174, 0.01023], [-0.70341, -1.13442, -3.42676], [-2.87356, -4.27979, -2.01459], [-3.45170, 6.69647, -0.98453], [4.77166, -0.95431, 3.47866], [5.62970, 2.92577, 0.50303], [7.04063, 2.39728, -0.94673], [5.96895, 2.31619, -0.74288], [3.46960, 1.29130, -2.39654], [5.21278, -1.77571, 1.52148], [5.87621, -1.46697, 0.69946], [-3.94355, -3.05780, -3.67879], [-2.26483, -0.45867, -3.91392], [-1.03783, -0.85057, -5.14328], [0.05204, -0.31765, 1.94001], [3.42021, 0.11165, 1.12036], [5.96151, -0.06778, 2.56041]], "atomic_forces_ev_per_a": [[-0.0925, -0.0422, -0.1079], [0.0075, -0.0739, -0.0528], [0.0011, -0.0511, -0.0431], [0.0335, 0.0540, -0.1275], [-0.0593, 0.0105, -0.1526], [-0.0068, 0.0025, -0.1055], [-0.2476, -0.0650, -0.1124], [0.0372, 0.0107, 0.0038], [-0.1983, -0.0725, -0.1775], [0.0829, 0.2988, 0.0815], [-0.0165, -0.0484, 0.0161], [0.0077, 0.0157, -0.0519], [-0.0036, 0.0070, 0.0233], [-0.0258, -0.0706, 0.0232], [-0.1708, 0.0557, -0.1485], [-0.0425, 0.0154, 0.0432], [-0.1010, 0.1282, -0.1122], [0.0105, -0.0485, -0.0499], [0.1089, -0.0178, 0.0451], [-0.0162, -0.0042, -0.1213], [0.4010, 0.3637, 0.6510], [0.1011, 0.1058, 0.0662], [0.2120, 0.0637, -0.0449], [0.0281, -0.0008, 0.0036], [-0.0441, -0.0168, -0.0414], [0.0853, -0.1088, -0.1102], [0.1548, -0.0592, 0.2808], [-0.0036, -0.0038, -0.0101], [0.0904, -0.0283, 0.0810], [-0.0429, 0.0634, -0.1269], [0.0197, 0.1004, -0.1071], [0.0789, -0.0328, 0.1893], [0.3654, 0.1529, 0.3525], [0.0788, -0.0418, 0.0406], [0.0047, 0.0355, 0.0226], [0.0489, 0.0350, 0.0150], [-0.0856, 0.2020, -0.0241], [0.2112, -0.1587, 0.1672], [-0.6389, -0.3613, -0.4532], [-0.1808, 0.0419, -0.0914], [0.1010, 0.0748, 0.0221], [-0.0009, -0.0158, -0.0082], [0.0104, -0.1927, -0.4291], [0.1160, -0.0217, 0.0631], [-0.0868, 0.0801, -0.0459], [-0.2269, 0.1198, 0.0539], [-0.0041, 0.0209, -0.0009], [-0.0001, 0.0168, 0.0224], [0.0344, 0.0017, 0.2982], [0.0236, -0.0874, 0.0396], [0.0801, -0.0506, 0.0383], [-0.0344, -0.0567, -0.0421], [-0.1109, -0.0512, 0.0116], [-0.0066, 0.0183, -0.0093], [-0.0425, 0.0039, -0.0480], [-0.0072, -0.0772, -0.0015], [0.0341, 0.0363, 0.0284], [0.0628, -0.0020, 0.0590], [0.0040, 0.0154, -0.0030], [-0.0721, -0.0549, -0.0648], [0.0422, 0.0391, -0.0151], [0.0028, -0.0293, 0.0084], [0.0288, 0.0891, 0.1195], [-0.0851, 0.0805, -0.1349], [0.1572, -0.2133, 0.0195], [-0.1231, 0.0951, -0.0060], [-0.0005, 0.0049, -0.0401], [-0.0062, -0.1142, -0.0056], [-0.0150, -0.0501, 0.0119], [0.1016, -0.0764, 0.0564], [-0.0900, -0.0181, 0.0883], [-0.0793, -0.0413, 0.1806]]}

2.
{"formula": "C29H42N4O3", "method": "the ωB97M-V functional and the def2-TZVPD basis", "e_tot_ev": -42858.29847, "homo_lumo_gap_ev": 8.21, "e_above_lowest_ev": 0.2296, "charge": 0, "lumo_energy_ev": 0.70, "symbols": ["N", "H", "H", "H", "C", "O", "C", "H", "H", "H", "C", "H", "O", "H", "H", "C", "C", "H", "C", "H", "C", "C", "H", "C", "H", "H", "H", "C", "C", "C", "H", "H", "N", "C", "C", "H", "H", "C", "N", "C", "H", "C", "H", "C", "C", "O", "C", "H", "H", "H", "H", "C", "C", "C", "H", "H", "H", "H", "N", "H", "H", "C", "H", "C", "H", "H", "H", "C", "C", "C", "H", "H", "C", "H", "H", "H", "H", "H"], "coordinates": [[0.20042, 0.45943, -0.06399], [8.21695, -0.23020, -0.92976], [8.29288, 1.21447, 0.12486], [-6.52569, 0.26872, -3.24788], [-1.51795, 4.27207, 0.25875], [8.13234, -0.53255, 1.10568], [-5.71355, -0.80122, -1.55876], [-2.44713, 7.37209, 0.00711], [-5.59977, -0.91025, 1.59883], [-5.25856, -2.91030, -1.74772], [-0.34843, 1.74152, -0.00301], [-3.29438, -2.47557, -1.93660], [1.65892, 0.67560, -1.81408], [5.58581, -2.68745, 0.76830], [-5.45967, -2.47578, 3.54251], [6.30105, 0.40893, -0.18095], [-2.10507, 3.15188, 0.84879], [1.18631, -1.88028, 1.15216], [-5.58029, -1.99985, 1.44314], [-6.18422, -0.14379, -0.82488], [4.26392, -0.81738, -0.56320], [7.52529, -1.79881, 1.01206], [7.79274, -2.33558, 1.92422], [-1.40309, -2.19952, 1.37122], [-0.86710, -2.12078, 2.30877], [-2.91374, -2.66972, 3.48837], [-0.11781, 8.10407, 0.51436], [-1.53104, 1.90731, 0.71889], [-3.48249, -2.12090, 2.73488], [7.81222, 0.24604, -0.02401], [1.97228, -2.89008, -2.15178], [-0.32850, -0.23017, 0.45160], [5.69085, -0.90405, -0.30734], [-6.49287, -0.74826, -2.86559], [2.34415, -1.93334, -1.76964], [5.90380, 0.95809, 0.69183], [-1.99997, 1.04670, 1.17703], [-1.61987, 6.65643, -0.01575], [-4.89174, -2.34370, 0.21847], [6.00692, -1.68703, 0.87456], [-4.86518, -3.74600, 2.45987], [-0.48646, 7.14958, 0.88024], [3.70888, -0.50291, 0.33856], [-3.51659, -2.30343, 0.20277], [-1.40812, -2.38668, -0.99967], [-2.19103, 5.44890, 0.43977], [-0.34318, 4.10592, -0.46422], [-0.88160, -2.44548, -1.94052], [3.59990, -2.86146, -0.27859], [0.33301, 6.43534, 0.89561], [2.45610, -1.23718, -2.60321], [3.70152, -2.13789, -1.09017], [-0.68826, -2.27300, 0.18199], [0.82171, -2.21151, 0.16914], [-7.51415, -1.09294, -2.71676], [0.14190, 4.94148, -0.94365], [4.11031, -0.05113, -1.32580], [-0.84997, 7.27631, 1.89701], [1.34698, -1.36555, -0.88624], [-3.51859, -1.07332, 3.05356], [5.59277, -1.22097, 1.78828], [-4.89723, -2.66806, 2.62816], [-6.61396, -2.34680, 1.35974], [1.10642, -0.01758, -0.97979], [1.14243, 2.73664, -1.16065], [6.08865, 0.98546, -1.08316], [-3.02022, 3.28576, 1.40401], [-2.78586, -2.21498, 1.40391], [0.23657, 2.85514, -0.59075], [-2.78608, -2.39753, -0.99053], [-6.02453, -1.38120, -3.61632], [4.40075, -2.54400, -1.82189], [-5.66327, -2.22810, -0.99598], [-1.27989, 6.55848, -1.05443], [-6.68110, -2.56363, -0.77451], [7.92276, -2.33830, 0.13877], [-4.69481, -0.44312, -1.71980], [1.21773, -3.21652, -0.00471]], "atomic_forces_ev_per_a": [[0.0378, -0.4348, 0.2548], [-0.0207, 0.0706, 0.0448], [-0.0333, -0.0413, -0.0789], [-0.0559, 0.0539, -0.1070], [-0.0281, -0.1677, 0.0427], [0.0452, 0.0623, 0.1503], [-0.0766, -0.2710, -0.0926], [0.1324, -0.0857, -0.0915], [-0.0669, -0.0215, 0.0273], [-0.0888, -0.0123, -0.0125], [0.0149, 0.4713, -0.1062], [-0.1074, 0.0132, -0.1010], [0.1310, 0.3889, -0.2431], [-0.0021, -0.0229, 0.0650], [-0.0123, -0.0293, 0.0018], [0.3313, -0.0622, 0.0386], [0.0590, 0.2387, -0.0571], [-0.0361, -0.1038, -0.0457], [-0.0394, -0.1434, 0.2405], [0.0642, 0.0333, 0.0620], [0.0405, -0.1932, -0.1893], [-0.2737, -0.2698, 0.0848], [-0.0345, -0.0292, -0.0855], [0.1343, -0.0569, -0.3824], [0.0685, 0.0213, 0.1235], [0.0221, 0.0569, -0.0045], [0.0716, 0.1105, -0.0258], [0.1258, 0.0234, -0.0991], [-0.1568, -0.0676, 0.0542], [-0.2167, 0.2817, -0.1822], [-0.0109, 0.0675, -0.0079], [0.0804, 0.1226, -0.1170], [0.0178, 0.0853, 0.0894], [0.1271, 0.0779, 0.2043], [0.3477, -0.0596, -0.1210], [0.0068, 0.0130, -0.0540], [-0.0685, -0.1044, 0.0484], [0.2271, 0.3536, -0.0099], [-0.3468, -0.1554, 0.1056], [0.3510, -0.0478, -0.0359], [-0.0603, -0.0317, 0.0117], [-0.2881, -0.2628, -0.1621], [0.0142, 0.0734, -0.0363], [0.3768, -0.1057, 0.0684], [0.0668, 0.0182, 0.2133], [-0.0922, -0.2490, 0.0865], [-0.2701, 0.3081, 0.0918], [0.0489, 0.0272, -0.1348], [0.0370, -0.1076, -0.0010], [0.1032, -0.0009, 0.0207], [-0.0149, -0.1874, 0.0407], [-0.2497, 0.2759, -0.0214], [-0.0651, -0.2333, 0.1391], [-0.0710, 0.0436, 0.0714], [-0.1326, -0.0318, -0.0526], [0.0230, 0.1044, -0.0155], [-0.0394, 0.0217, 0.0683], [-0.0103, 0.0368, 0.0876], [0.0042, -0.2494, -0.0105], [-0.0114, -0.0392, 0.0623], [-0.0161, -0.0440, -0.0414], [-0.0121, 0.2512, 0.0056], [0.0724, 0.0733, -0.0313], [-0.2456, -0.0877, 0.1857], [0.0358, 0.0037, -0.0096], [-0.0028, 0.0405, 0.0244], [-0.1063, 0.0068, 0.0688], [-0.0551, 0.0987, 0.0961], [0.0764, -0.2377, -0.0188], [-0.0584, -0.0076, -0.1061], [0.0112, -0.0625, -0.1299], [0.0470, -0.0689, -0.0009], [0.0893, 0.3304, -0.1857], [-0.0910, 0.0014, 0.0663], [0.0786, -0.0412, -0.0445], [-0.0304, 0.0015, 0.0852], [0.0175, 0.0441, 0.0713], [0.0599, 0.1214, 0.0492]]}